[1]
Here is one molecule with the formula C7H12BN at a distorted geometry from the Open Molecules 2025 dataset. Energies are from the ωB97M-V functional and the def2-TZVPD basis.

Summary:
**Lowest unoccupied orbital energy (alpha / beta)**: -0.021 / -0.021 Eh
**M**: 120.99 g/mol
**ΔE to the lowest compared entry with this formula, charge and spin**: 130.48 kcal/mol
**HOMO energy (alpha / beta)**: -0.31323 / -0.31324 Eh
**Orbital gap (alpha / beta)**: 7.94 / 7.94 eV

```
! wB97M-V def2-TZVPD RIJCOSX def2/J DEFGRID3
* xyz 0 1
B -0.62 0.30 1.41
C 0.09 -1.79 -0.34
C -2.35 -0.20 -1.62
C 1.13 1.44 -0.48
C 0.39 0.93 0.44
C -0.82 -0.86 0.07
C 0.04 -0.45 2.75
C 1.31 0.99 -1.89
N -2.01 -0.87 -0.65
H -1.67 0.85 1.48
H -0.25 -2.47 -1.11
H 0.98 -2.15 -0.03
H -3.39 -0.14 -1.78
H -1.68 0.38 -2.25
H 1.72 2.41 -0.19
H 0.02 0.19 3.56
H 1.04 -0.68 2.58
H -0.52 -1.33 2.81
H 0.81 1.70 -2.63
H 0.90 -0.09 -1.87
H 2.32 0.97 -1.96
*
```

=====

[2]
Here is C11H25N3O5Tl as an isolated structure at a distorted geometry from the Open Molecules 2025 dataset. Energies are from the ωB97M-V functional and the def2-TZVPD basis.

Summary:
**Lowest unoccupied orbital energy**: -0.238 Eh
**M**: 483.72 g/mol
**ΔE to the lowest compared entry with this formula, charge and spin**: 131.90 kcal/mol
**HOMO energy**: -0.40217 Eh
**Orbital gap**: 4.46 eV

```
! wB97M-V def2-TZVPD RIJCOSX def2/J DEFGRID3
* xyz 1 1
Tl 4.07 0.28 -1.67
O 2.18 0.23 -7.05
C 2.78 -0.34 -8.21
C 4.31 -0.71 -8.12
O 4.95 -1.36 -7.02
H 2.58 0.36 -9.02
H 2.20 -1.22 -8.48
H 4.92 0.14 -8.44
H 4.55 -1.34 -8.97
C 1.64 -1.27 6.19
C 1.33 0.14 5.63
O 1.58 0.40 4.45
N 0.79 1.04 6.52
C 0.49 2.36 6.08
H 1.13 -1.49 7.12
H 2.72 -1.41 6.26
H 1.26 -1.98 5.46
H 0.67 0.82 7.50
H 0.79 2.95 6.95
H -0.57 2.51 5.89
H 1.10 2.70 5.24
C -3.34 -4.50 0.54
C -1.85 -4.62 0.12
O -1.28 -3.70 -0.48
N -1.14 -5.63 0.54
C -1.63 -6.70 1.36
H -3.43 -4.22 1.59
H -3.72 -5.49 0.26
H -3.92 -3.89 -0.16
H -0.14 -5.61 0.40
H -2.40 -7.20 0.78
H -2.04 -6.29 2.28
H -0.85 -7.41 1.64
C -0.67 6.86 -1.29
C -0.93 5.38 -1.09
O -0.03 4.70 -0.62
N -2.19 4.94 -1.34
C -2.72 3.61 -1.23
H 0.33 6.99 -0.87
H -1.43 7.49 -0.84
H -0.54 7.18 -2.32
H -2.79 5.57 -1.86
H -2.59 3.03 -2.14
H -3.81 3.63 -1.24
H -2.36 3.06 -0.36
*
```

=====

[3]
Here is a 2-piece molecular cluster, H5NO overall at a distorted geometry from the Open Molecules 2025 dataset. Energies are from the ωB97M-V functional and the def2-TZVPD basis.

Summary:
**Lowest unoccupied orbital energy**: 0.039 Eh
**M**: 35.05 g/mol
**SMILES**: N.O
**ΔE to the lowest compared entry with this formula, charge and spin**: 8.11 kcal/mol
**HOMO energy**: -0.38610 Eh
**Orbital gap**: 11.56 eV

```
! wB97M-V def2-TZVPD RIJCOSX def2/J DEFGRID3
* xyz 0 1
N -0.28 1.19 0.68
H 0.69 1.32 0.67
H -0.70 1.81 0.15
H -0.62 1.19 1.60
O 0.35 -1.29 -0.67
H -0.18 -0.47 -0.51
H -0.08 -1.88 -1.31
*
```

=====

[4]
Here is C27H35ClN4O4P2Ru as an isolated structure at a distorted geometry from the Open Molecules 2025 dataset. Energies are from the ωB97M-V functional and the def2-TZVPD basis.

Summary:
**Lowest unoccupied orbital energy (alpha / beta)**: -0.253 / -0.350 Eh
**<S²>**: 6.034
**M**: 678.07 g/mol
**HOMO energy (alpha / beta)**: -0.45983 / -0.45983 Eh
**Orbital gap (alpha / beta)**: 5.63 / 3.00 eV

```
! wB97M-V def2-TZVPD RIJCOSX def2/J DEFGRID3
* xyz 2 5
Ru -3.97 0.17 0.73
C -3.48 2.05 2.58
C -2.90 1.92 1.30
C -1.41 1.63 1.26
C -1.03 0.20 0.86
C -2.18 -0.79 1.01
C -2.91 -0.83 2.24
C -2.45 -0.12 3.50
C -3.02 1.32 3.74
C -5.06 -1.42 0.12
H -4.05 2.95 2.80
H -3.24 2.65 0.55
H -0.98 1.90 2.24
H -0.99 2.37 0.55
H -0.69 0.21 -0.18
H -0.14 -0.11 1.44
H -2.17 -1.67 0.36
H -3.54 -1.70 2.43
H -1.36 -0.06 3.54
H -2.79 -0.74 4.34
H -3.86 1.21 4.46
H -2.24 1.95 4.20
H -6.02 -1.38 0.68
H -4.60 -2.40 0.31
H -5.32 -1.31 -0.96
P 0.98 -1.94 -1.18
P 1.33 1.68 -1.34
N 1.62 -3.16 -0.08
N 1.49 -2.88 -2.59
N 2.39 2.11 0.07
N 1.89 3.07 -2.29
C 2.49 -0.88 -1.11
C 2.42 0.35 -2.05
C 0.77 -3.82 0.82
C 1.52 -4.72 1.56
C 2.88 -4.62 1.11
C 2.91 -3.65 0.11
C 0.57 -3.21 -3.59
C 1.25 -3.84 -4.63
C 2.63 -3.89 -4.27
C 2.75 -3.30 -3.02
C 1.75 2.20 1.31
C 2.69 2.30 2.33
C 3.98 2.24 1.71
C 3.77 2.10 0.33
C 3.12 3.76 -2.25
C 3.31 4.46 -3.44
C 2.14 4.23 -4.24
C 1.29 3.39 -3.52
H 3.42 -1.44 -1.31
H 2.49 -0.59 -0.05
H 3.44 0.73 -2.20
H 1.97 0.08 -3.02
H -0.28 -3.56 0.86
H 1.15 -5.36 2.35
H 3.74 -5.18 1.46
H 3.76 -3.24 -0.43
H -0.47 -2.96 -3.45
H 0.81 -4.20 -5.55
H 3.45 -4.31 -4.84
H 3.63 -3.11 -2.42
H 0.68 2.17 1.38
H 2.46 2.41 3.39
H 4.94 2.29 2.23
H 4.48 2.02 -0.48
H 3.73 3.73 -1.37
H 4.18 5.04 -3.69
H 1.98 4.62 -5.24
H 0.32 3.00 -3.76
O -7.73 1.52 2.32
Cl -6.31 1.58 2.51
O -5.91 2.89 3.01
O -5.83 0.53 3.40
O -5.66 1.36 1.06
*
```

=====

[5]
Here is a 2-piece molecular cluster, C11H14N2 overall at a distorted geometry from the Open Molecules 2025 dataset. Energies are from the ωB97M-V functional and the def2-TZVPD basis.

Summary:
**Lowest unoccupied orbital energy**: 0.031 Eh
**M**: 174.25 g/mol
**SMILES**: Cc1c[nH]cn1.Cc1ccccc1
**ΔE to the lowest compared entry with this formula, charge and spin**: 8.50 kcal/mol
**HOMO energy**: -0.31397 Eh
**Orbital gap**: 9.40 eV

```
! wB97M-V def2-TZVPD RIJCOSX def2/J DEFGRID3
* xyz 0 1
C -1.44 -0.09 2.57
C -0.67 1.06 2.02
C -0.59 2.28 2.64
N 0.19 3.05 1.81
C 0.48 2.29 0.71
N 0.00 1.08 0.83
H -2.23 -0.43 1.90
H -1.93 0.17 3.51
H -0.82 -0.97 2.73
H -1.03 2.70 3.53
H 0.61 3.92 2.09
H 1.19 2.72 0.02
C 2.16 -0.37 -2.70
C 0.98 -1.00 -2.01
C 1.11 -1.50 -0.72
C 0.01 -1.93 0.01
C -1.22 -2.01 -0.63
C -1.37 -1.47 -1.90
C -0.29 -0.94 -2.57
H 3.06 -0.59 -2.13
H 2.01 0.71 -2.73
H 2.41 -0.67 -3.72
H 2.07 -1.33 -0.25
H 0.15 -2.20 1.04
H -2.04 -2.58 -0.20
H -2.37 -1.44 -2.32
H -0.44 -0.45 -3.53
*
```

=====

Q: Which of these has the lowest M?
A: H5NO